(1)
Density functional theory data (ωB97M-V with the def2-TZVPD basis set) for a gas-phase ion, C6H14N4O2 (charge +2) at a distorted geometry.

The calculation puts the highest occupied orbital energy at -15.92 eV. Its total charge is +2. For the frontier orbital gap, the calculation gives 8.635 eV. The calculation puts the relative energy (zero: lowest compared OMol25 entry of this formula, charge and spin) at 25.26 kcal per mole.

```
26
Properties=species:S:1:pos:R:3:mulliken_charge:R:1
N -1.621 -1.788 -0.256 -0.526
C -0.768 -0.764 0.037 -0.219
C 0.561 -0.797 -0.222 0.057
N 1.183 -1.918 -0.884 -0.692
C 1.564 0.311 -0.066 1.427
N 2.380 0.463 -1.293 -0.221
O 2.510 -0.014 0.929 -0.600
C 0.835 1.581 0.211 -1.402
C -0.399 1.600 0.736 -1.063
C -1.335 0.440 0.757 1.205
N -2.738 0.779 -0.088 -0.339
O -1.703 -0.035 1.979 -0.535
H -1.076 -2.628 -0.604 0.182
H -2.151 -2.187 0.437 0.226
H 0.532 -2.683 -1.181 0.222
H 1.923 -2.364 -0.530 0.170
H 2.059 1.220 -1.864 0.332
H 2.376 -0.541 -1.754 0.388
H 3.355 0.482 -0.987 0.377
H 2.878 0.562 1.630 0.407
H 1.342 2.459 0.287 0.601
H -0.812 2.606 0.819 0.443
H -3.199 -0.066 -0.415 0.351
H -2.410 1.309 -0.912 0.394
H -3.366 1.311 0.572 0.390
H -1.921 0.662 2.665 0.424
```


(2)
Density functional theory data (ωB97M-V with the def2-TZVPD basis set) for 3 unconnected molecules or ions with the total composition C5H11NO at a distorted geometry.

The calculation puts the highest occupied orbital energy (alpha / beta) at -2.67 / -2.66 eV. Its total charge is -1. For the frontier orbital gap (alpha / beta), the calculation gives 6.241 / 4.997 eV. Its multiplicity is 2. The expectation value of S² is 0.81. The calculation puts the relative energy (zero: lowest compared OMol25 entry of this formula, charge and spin) at 58.66 kcal per mole.

```
18
Properties=species:S:1:pos:R:3:mulliken_charge:R:1
N -1.459 2.265 -0.461 -0.739
C 1.075 1.612 0.675 -0.945
C 0.635 -2.834 -0.125 -0.654
C 0.642 -2.187 1.055 -0.140
C 0.781 -0.778 1.435 -0.061
C 0.858 0.256 0.497 -0.087
H -2.315 2.426 0.045 0.135
H -1.575 1.882 -1.431 0.449
H 1.303 1.992 1.664 0.326
H 1.419 2.056 -0.261 0.306
H 0.526 -3.891 -0.296 0.279
H 0.796 -2.050 -0.876 0.200
H 0.602 -2.749 1.987 0.204
H 0.761 -0.582 2.502 0.294
H 0.758 -0.112 -0.517 0.170
H -2.238 0.273 -3.322 0.131
H -0.836 1.677 0.077 0.256
O -1.734 0.743 -2.649 -1.124
```


(3)
Density functional theory data (ωB97M-V with the def2-TZVPD basis set) for 2 unconnected molecules or ions with the total composition C3H10N3S at a distorted geometry.

The calculation puts the highest occupied orbital energy at -12.67 eV. Its total charge is +1. For the frontier orbital gap, the calculation gives 9.809 eV. The calculation puts the relative energy (zero: lowest compared OMol25 entry of this formula, charge and spin) at 42.88 kcal per mole.

```
17
Properties=species:S:1:pos:R:3:mulliken_charge:R:1
C 0.524 -0.149 1.241 0.194
C 2.229 1.507 1.835 -0.762
C -2.469 -0.381 -2.131 -0.165
N 1.362 0.362 2.038 -0.115
N -1.542 -1.150 -1.790 -0.524
N 0.053 0.189 0.066 -0.234
S -1.115 -2.719 -2.402 -0.031
H 3.257 1.106 1.950 0.309
H 2.171 2.032 0.925 0.325
H 2.016 2.312 2.632 0.288
H -3.193 -0.641 -2.968 0.233
H 0.026 -1.022 1.624 0.363
H -2.561 0.621 -1.554 0.197
H 1.479 -0.131 2.877 0.248
H 0.037 1.119 -0.281 0.221
H -0.429 -0.446 -0.580 0.335
H -1.846 -2.611 -3.481 0.118
```


(4)
Density functional theory data (ωB97M-V with the def2-TZVPD basis set) for a single CH3F molecule at a distorted geometry.

The calculation puts the highest occupied orbital energy at -12.01 eV. Its total charge is 0. For the frontier orbital gap, the calculation gives 13.266 eV. The calculation puts the relative energy (zero: lowest compared OMol25 entry of this formula, charge and spin) at 8.83 kcal per mole.

```
5
Properties=species:S:1:pos:R:3:mulliken_charge:R:1
C -0.609 -0.017 -0.003 -0.247
F 0.702 0.003 0.012 -0.266
H -0.861 1.017 -0.343 0.145
H -0.804 -0.759 -0.681 0.175
H -1.001 -0.182 0.930 0.193
```


(5)
Density functional theory data (ωB97M-V with the def2-TZVPD basis set) for a molecular structure, C22H22F3N6O5PrS at a distorted geometry.

The calculation puts the highest occupied orbital energy (alpha / beta) at -8.13 / -8.13 eV. Its total charge is 0. For the frontier orbital gap (alpha / beta), the calculation gives 6.432 / 6.428 eV. Its multiplicity is 3. The expectation value of S² is 2.00. The calculation puts the relative energy (zero: lowest compared OMol25 entry of this formula, charge and spin) at 21.41 kcal per mole.

```
60
Properties=species:S:1:pos:R:3:mulliken_charge:R:1
Pr 1.163 0.189 -0.725 1.240
N -1.484 -1.654 -1.513 -0.435
N -2.513 -0.729 -1.747 -0.062
C -2.355 0.565 -1.412 0.086
N -3.378 1.363 -1.482 -0.312
N -1.092 0.859 -1.013 0.276
N -0.793 2.061 -0.590 0.953
O -1.591 2.943 -0.363 -0.735
O 0.441 2.223 -0.404 -0.510
H -1.402 -2.277 -2.307 0.308
H -1.725 -2.198 -0.691 0.264
H -3.351 -0.969 -2.260 0.209
H -4.089 1.075 -2.236 0.231
H -3.245 2.345 -1.305 0.275
C -0.021 1.072 6.265 -0.459
C -1.214 0.825 5.602 -0.584
C -1.201 0.465 4.264 -0.333
C 0.001 0.321 3.572 -0.145
C 1.194 0.588 4.246 -0.027
C 1.180 0.957 5.580 -0.729
C -0.019 -0.010 2.127 -0.677
C 0.792 -0.861 1.448 0.109
C 1.722 -1.688 2.269 0.790
C 1.265 -2.409 3.378 -0.160
C 2.126 -3.180 4.140 -0.807
C 3.473 -3.256 3.813 -0.440
C 3.940 -2.571 2.701 -0.830
C 3.072 -1.812 1.931 -0.148
H -0.030 1.367 7.306 0.388
H -2.156 0.921 6.126 0.386
H -2.135 0.278 3.746 0.397
H 2.131 0.524 3.710 0.410
H 2.114 1.162 6.088 0.398
H -0.827 0.514 1.603 0.270
H 0.216 -2.357 3.639 0.468
H 1.747 -3.715 5.001 0.398
H 4.151 -3.852 4.409 0.397
H 4.986 -2.630 2.427 0.402
H 3.463 -1.294 1.063 0.369
N 1.692 -0.399 -3.361 -0.407
C 0.468 0.116 -3.897 0.870
C -0.468 -0.737 -4.482 -1.089
C -1.684 -0.247 -4.918 -0.926
C -1.994 1.093 -4.771 0.118
C -1.054 1.965 -4.230 -0.625
C 0.193 1.485 -3.816 -0.344
S -3.700 1.583 -5.130 1.357
O -3.836 2.900 -4.551 -0.691
O -3.902 1.436 -6.541 -0.674
O -4.469 0.561 -4.346 -0.735
H 1.868 -1.328 -3.724 0.226
H 2.473 0.195 -3.617 0.305
H -0.218 -1.783 -4.619 0.467
H -2.415 -0.891 -5.392 0.429
H -1.296 3.019 -4.177 0.591
H 0.969 2.171 -3.492 0.383
F 2.976 1.220 0.378 -0.009
C 3.701 1.121 -0.845 -0.705
F 2.705 1.664 -1.736 0.014
F 3.437 -0.298 -1.137 -0.184
```


(6)
Density functional theory data (ωB97M-V with the def2-TZVPD basis set) for a single C5H8O molecule.

The calculation puts the highest occupied orbital energy at -7.68 eV. Its total charge is 0. For the frontier orbital gap, the calculation gives 7.681 eV. The calculation puts the relative energy (zero: lowest compared OMol25 entry of this formula, charge and spin) at 97.14 kcal per mole.

```
14
Properties=species:S:1:pos:R:3:mulliken_charge:R:1
C 1.675 -1.462 0.353 -0.637
O 2.037 -0.148 0.798 -0.305
C 1.208 0.858 0.665 -0.042
C -0.084 0.955 0.192 0.012
C -0.769 -0.049 -0.548 -0.307
C -2.205 0.321 -0.836 -0.966
H 1.644 -1.457 -0.738 0.327
H 2.460 -2.114 0.749 0.205
H 0.679 -1.731 0.723 0.330
H -0.518 1.939 0.441 0.215
H 1.674 1.759 1.065 0.334
H -2.626 1.217 -0.334 0.281
H -2.326 0.457 -1.925 0.253
H -2.847 -0.544 -0.604 0.301
```


(7)
Density functional theory data (ωB97M-V with the def2-TZVPD basis set) for a single C5H4O molecule at a distorted geometry.

The calculation puts the highest occupied orbital energy (alpha / beta) at -6.96 / -6.96 eV. Its total charge is 0. For the frontier orbital gap (alpha / beta), the calculation gives 6.613 / 6.615 eV. The calculation puts the relative energy (zero: lowest compared OMol25 entry of this formula, charge and spin) at 190.76 kcal per mole.

```
10
Properties=species:S:1:pos:R:3:mulliken_charge:R:1
C -2.300 0.260 -0.055 -0.091
C -1.315 -0.706 0.101 -0.242
C -2.330 1.565 -0.188 -0.338
C 0.987 0.273 0.058 0.616
C 1.781 1.254 -0.097 -0.759
O 0.023 -0.494 0.161 -0.319
H -3.241 -0.230 -0.249 0.257
H -1.618 -1.646 0.391 0.386
H 2.629 1.375 0.585 0.230
H 1.912 1.811 -1.020 0.260
```


(8)
Density functional theory data (ωB97M-V with the def2-TZVPD basis set) for a single C4H7N3 molecule at a distorted geometry.

The calculation puts the highest occupied orbital energy at -9.51 eV. Its total charge is 0. For the frontier orbital gap, the calculation gives 10.433 eV. The calculation puts the relative energy (zero: lowest compared OMol25 entry of this formula, charge and spin) at 62.33 kcal per mole.

```
14
Properties=species:S:1:pos:R:3:mulliken_charge:R:1
C 1.088 -0.474 2.386 -0.959
C 0.627 -0.127 0.975 0.406
C 0.911 -0.084 -0.338 -0.405
N -0.426 0.555 -1.028 0.331
C -1.157 0.281 -2.323 -0.644
N -1.288 0.701 -0.042 -0.391
N -0.864 0.418 1.094 -0.315
H 0.951 0.428 2.994 0.251
H 0.378 -1.211 2.782 0.249
H 2.100 -0.856 2.571 0.328
H 1.711 -0.243 -1.063 0.335
H -1.731 -0.657 -2.266 0.267
H -0.424 0.202 -3.119 0.301
H -1.876 1.069 -2.624 0.245
```


(9)
Density functional theory data (ωB97M-V with the def2-TZVPD basis set) for 2 unconnected molecules or ions with the total composition C9H14OS at a distorted geometry.

The calculation puts the highest occupied orbital energy at -8.43 eV. Its total charge is 0. For the frontier orbital gap, the calculation gives 8.988 eV. The calculation puts the relative energy (zero: lowest compared OMol25 entry of this formula, charge and spin) at 53.24 kcal per mole.

```
25
Properties=species:S:1:pos:R:3:mulliken_charge:R:1
C -1.323 0.280 -2.762 -1.269
C -1.212 1.082 -1.460 0.544
C 0.073 1.035 -0.857 -0.529
C 0.374 1.640 0.402 -0.803
C -0.720 2.326 0.951 0.578
O -0.534 2.906 2.197 -0.560
C -1.977 2.438 0.354 -0.455
C -2.232 1.889 -0.899 -0.463
H -2.013 -0.684 -2.595 0.237
H -0.452 -0.334 -2.803 0.363
H -1.720 1.009 -3.541 0.327
H 0.792 0.748 -1.505 0.553
H 1.219 1.453 1.031 0.421
H -0.081 2.107 2.683 0.335
H -2.675 2.989 0.973 0.360
H -3.242 1.872 -1.342 0.360
C 2.519 -2.090 1.324 -0.797
S 1.968 -3.201 0.080 -0.122
C 0.111 -3.059 0.168 -0.703
H 2.948 -1.378 0.749 0.269
H 1.783 -1.503 1.918 0.251
H 3.355 -2.448 1.938 0.355
H -0.082 -2.681 -0.808 0.123
H -0.305 -2.380 0.825 0.316
H -0.428 -4.047 0.304 0.311
```


(10)
Density functional theory data (ωB97M-V with the def2-TZVPD basis set) for a molecular structure, C18H39Br2CaF2LiMgN2NaO10PS2Si at a distorted geometry.

The calculation puts the highest occupied orbital energy at -10.75 eV. Its total charge is +2. For the frontier orbital gap, the calculation gives 0.993 eV. The calculation puts the relative energy (zero: lowest compared OMol25 entry of this formula, charge and spin) at 0.00 kcal per mole.

```
81
Properties=species:S:1:pos:R:3:mulliken_charge:R:1
C 1.151 -0.549 1.359 -0.815
C 0.852 -1.961 0.743 -0.338
C 1.154 -1.976 -0.784 -0.187
N 0.173 -2.760 -1.567 0.041
Si -1.069 -1.750 -2.400 -0.408
C -0.344 -0.382 -3.478 -0.646
C -0.102 0.993 -2.766 0.777
C 1.067 1.743 -3.482 -1.234
Br 2.755 1.453 -2.552 -0.022
C -2.298 -1.154 -1.116 0.036
C -3.005 0.208 -1.466 -1.105
C -2.640 1.227 -0.336 0.548
C -3.756 1.227 0.748 -1.435
O -3.613 0.110 1.598 0.002
C -2.866 0.359 2.679 0.715
C -2.711 -0.815 3.629 -0.824
O -2.307 1.381 2.910 -0.595
P -2.115 -3.121 -3.767 0.490
O -1.901 -4.688 -3.327 -0.512
O -1.379 -2.918 -5.250 -0.534
S -3.965 -2.583 -3.841 -0.220
H 1.417 0.184 0.585 0.237
H 1.996 -0.595 2.054 0.348
H 0.287 -0.188 1.932 0.060
H -0.175 -2.261 0.990 0.271
H 1.502 -2.664 1.279 0.563
H 1.278 -0.959 -1.176 -0.297
H 2.128 -2.482 -0.901 0.242
H -0.351 -3.305 -0.872 0.336
H 0.669 -0.754 -3.811 -0.020
H -0.927 -0.221 -4.400 0.663
H 0.053 0.898 -1.685 -0.013
H -0.981 1.638 -2.900 0.367
H 0.838 2.809 -3.591 0.530
H 1.135 1.339 -4.517 0.024
H -1.830 -1.110 -0.123 -0.212
H -3.093 -1.928 -1.049 0.643
H -2.771 0.591 -2.468 0.667
H -4.084 0.018 -1.448 0.660
H -2.552 2.220 -0.829 -0.513
H -1.672 0.977 0.114 0.029
H -3.864 2.195 1.270 0.805
H -4.697 1.069 0.197 0.505
H -2.417 -0.492 4.631 0.318
H -3.683 -1.407 3.736 0.342
H -1.903 -1.466 3.267 0.104
H -2.787 -5.040 -3.125 0.379
H -1.901 -3.351 -5.944 0.325
N 3.072 4.451 -4.577 0.978
O 2.793 4.824 -3.420 -0.621
O 2.166 4.354 -5.433 -0.658
O 4.238 4.158 -4.867 -0.590
Na 1.581 -0.190 -5.543 0.992
Li -3.610 3.619 -0.524 0.751
F -5.086 -1.374 -0.312 -0.537
Ca -2.934 5.767 -2.315 0.207
O 8.611 4.723 -0.942 -0.535
C 7.890 3.792 -1.124 0.534
O 7.413 3.427 -2.331 -0.336
C 6.490 2.334 -2.189 -0.177
C 6.850 1.681 -0.863 -0.367
C 7.340 2.872 -0.051 1.017
H 5.472 2.735 -2.194 0.029
H 6.604 1.650 -3.026 0.283
H 6.021 1.142 -0.404 0.305
H 7.670 0.971 -1.010 0.298
H 6.524 3.377 0.468 0.319
H 8.135 2.593 0.661 -1.251
F -4.695 -2.494 2.644 -0.383
Br 0.721 -3.769 -3.562 0.079
Mg 9.748 1.755 1.617 0.395
C -4.187 -3.501 8.219 -1.008
S -4.255 -2.055 7.155 0.576
O -3.299 -2.285 6.034 -0.529
C -3.473 -0.910 8.300 -0.963
H -4.599 -4.347 7.672 0.332
H -3.153 -3.709 8.490 0.325
H -4.785 -3.320 9.112 0.405
H -2.482 -1.277 8.566 0.313
H -4.093 -0.811 9.190 0.412
H -3.384 0.058 7.810 0.310
```


(11)
Density functional theory data (ωB97M-V with the def2-TZVPD basis set) for a molecular structure, C6H20N3STi at a distorted geometry.

The calculation puts the highest occupied orbital energy (alpha / beta) at 0.55 / -0.20 eV. Its total charge is -1. For the frontier orbital gap (alpha / beta), the calculation gives 2.055 / 2.779 eV. Its multiplicity is 3. The expectation value of S² is 2.17.

```
31
Properties=species:S:1:pos:R:3:mulliken_charge:R:1
C -0.639 1.070 -2.035 -0.198
Ti 0.098 -0.028 -0.089 -3.106
N 1.101 -1.672 -1.107 0.488
H -0.231 1.322 0.685 -0.034
H 0.144 1.548 -1.356 -0.017
H -1.427 1.824 -2.158 0.484
H -1.168 0.164 -1.584 0.276
H -0.196 0.777 -2.997 -0.042
H 0.822 -2.568 -0.692 0.395
H 2.121 -1.603 -1.014 0.151
H 0.902 -1.740 -2.115 -0.080
C -3.021 0.148 3.213 -1.070
N -1.628 0.283 3.662 0.149
C -1.388 1.298 4.684 -1.187
C -0.655 -0.250 2.901 0.002
S -1.160 -1.103 1.421 -0.023
N 0.667 -0.116 3.149 0.675
C 1.236 0.049 4.485 -1.325
C 1.644 -0.438 2.090 -1.291
H -3.649 0.650 3.955 0.404
H -3.294 -0.915 3.149 0.341
H -3.171 0.621 2.228 0.325
H -1.197 0.822 5.651 0.316
H -0.571 1.969 4.417 0.341
H -2.305 1.882 4.774 0.438
H 2.077 -0.646 4.604 0.557
H 1.622 1.070 4.610 0.282
H 0.512 -0.167 5.269 0.302
H 1.749 -1.526 1.934 0.490
H 1.461 0.199 1.146 0.395
H 2.610 -0.026 2.411 0.561
```


(12)
Density functional theory data (ωB97M-V with the def2-TZVPD basis set) for a single C4H5NO2 molecule at a distorted geometry.

The calculation puts the highest occupied orbital energy at -10.10 eV. Its total charge is 0. For the frontier orbital gap, the calculation gives 9.939 eV. The calculation puts the relative energy (zero: lowest compared OMol25 entry of this formula, charge and spin) at 73.56 kcal per mole.

```
12
Properties=species:S:1:pos:R:3:mulliken_charge:R:1
O 0.182 0.638 3.048 -0.413
C -0.562 0.880 2.137 -0.037
C -0.277 0.625 0.642 0.690
O -0.641 1.560 -0.045 -0.533
N 0.150 -0.661 0.146 -0.375
C -0.297 -0.667 -1.257 -0.369
C 1.127 -0.813 -1.146 -0.270
H -1.510 1.452 2.275 0.296
H -0.667 0.300 -1.554 0.275
H -0.888 -1.541 -1.493 0.248
H 1.537 -1.763 -1.523 0.239
H 1.844 -0.010 -1.231 0.249
```